--- P ---
6
Properties=species:S:1:pos:R:3 method="wB97M-V/def2-TZVPD" orbital_gap_ev=12.22 smiles=O.O homo_energy_ha=-0.4223
H 2.35 0.16 -0.32
H 1.28 0.23 0.68
O 1.60 -0.38 0.00
H -2.47 0.23 -0.02
O -1.72 -0.38 0.04
H -1.03 0.14 -0.39

***

--- Q ---
6
Properties=species:S:1:pos:R:3 method="wB97M-V/def2-TZVPD" orbital_gap_ev=12.27 smiles=O.O homo_energy_ha=-0.4349
H 0.79 1.00 2.15
H -0.35 -1.60 -1.40
O -1.01 -1.00 -1.65
H -0.84 -0.21 -1.05
O 1.10 0.99 1.24
H 0.30 0.81 0.70

***

Least stable structure: Q

***

--- P ---
6
Properties=species:S:1:pos:R:3 method="wB97M-V/def2-TZVPD" orbital_gap_ev=11.97 smiles=O.O homo_energy_ha=-0.4141
H 4.52 4.24 -2.19
O 8.36 2.32 -3.15
H 5.42 3.10 -2.75
H 8.86 1.65 -3.66
H 8.81 3.17 -3.36
O 4.48 3.32 -2.53

***

--- Q ---
6
Properties=species:S:1:pos:R:3 method="wB97M-V/def2-TZVPD" orbital_gap_ev=12.40 smiles=O.O homo_energy_ha=-0.4236
H -1.50 0.01 2.95
O 0.93 -0.24 -2.60
H -1.24 0.96 1.74
H 1.02 -1.22 -2.58
O -0.78 0.41 2.41
H 1.57 0.08 -1.93

***

--- R ---
6
Properties=species:S:1:pos:R:3 method="wB97M-V/def2-TZVPD" orbital_gap_ev=11.83 smiles=O.O homo_energy_ha=-0.4113
O 0.71 0.45 1.13
H -1.00 -1.09 -1.10
H 0.67 1.20 1.72
H -0.01 0.14 -1.54
O -0.12 -0.83 -1.51
H -0.25 0.15 1.29

***

Least stable structure: R

***

--- P ---
6
Properties=species:S:1:pos:R:3 method="wB97M-V/def2-TZVPD" orbital_gap_ev=12.09 smiles=O.O homo_energy_ha=-0.4132
H -1.96 0.59 0.00
O 1.41 -0.08 -0.22
H -0.69 -0.03 -0.61
H 1.45 -0.82 0.42
O -1.47 -0.22 -0.07
H 1.25 0.57 0.47

***

--- Q ---
6
Properties=species:S:1:pos:R:3 method="wB97M-V/def2-TZVPD" orbital_gap_ev=11.88 smiles=O.O homo_energy_ha=-0.4148
H -1.73 1.54 -0.14
H 1.98 -0.34 0.03
O 1.61 -1.12 0.48
H -1.47 0.00 -0.31
H 0.64 -0.97 0.28
O -1.04 0.89 -0.33

***

Least stable structure: Q

***

--- P ---
18
Properties=species:S:1:pos:R:3 method="wB97M-V/def2-TZVPD" orbital_gap_ev=9.82 smiles="C=CC[C@H]([NH3+])C(=O)O" homo_energy_ha=-0.5038 total_charge=+1
H 1.77 -0.46 -0.52
H 0.71 1.83 -1.81
H -2.21 1.63 -1.06
C -1.38 1.94 -1.60
H 0.83 -2.29 2.80
H -0.58 -1.58 -1.30
C 0.75 -0.44 0.13
H -1.74 2.54 -2.49
H 0.27 -2.49 -0.14
N -0.19 -1.56 -0.32
C 0.00 0.88 0.06
C -0.13 1.58 -1.25
H -1.08 -1.54 0.40
O 0.54 -1.76 1.99
H -0.98 0.77 0.47
H 0.22 1.59 0.88
C 1.21 -0.65 1.54
O 2.00 0.02 2.21

***

--- Q ---
18
Properties=species:S:1:pos:R:3 method="wB97M-V/def2-TZVPD" orbital_gap_ev=11.10 homo_energy_ha=-0.5140 total_charge=+1
H 1.47 -3.16 -0.93
H -1.05 2.17 -1.46
C -1.95 0.61 0.73
H -2.80 1.31 0.41
C 0.44 -1.01 0.33
H 2.75 -2.17 -0.20
O 1.09 -1.17 -0.77
H 0.16 1.11 -1.76
H 0.45 2.30 -0.64
C -0.64 0.70 0.14
O 0.24 -1.51 1.37
H -0.80 2.13 1.76
N -0.82 1.11 1.52
C 2.13 -2.29 -0.97
H -2.33 -0.30 1.16
H 2.47 -1.97 -1.97
H -0.53 0.48 2.24
C -0.30 1.67 -0.96

***

--- R ---
18
Properties=species:S:1:pos:R:3 method="wB97M-V/def2-TZVPD" orbital_gap_ev="8.06 / 8.06" homo_energy_ha="-0.4492 / -0.4491" total_charge=+1
H 3.66 -0.49 0.34
H 2.60 -1.57 1.26
C -3.39 -0.85 0.49
H 2.45 1.60 -1.01
H 0.58 -0.32 -1.60
H 2.60 -1.45 -0.54
C -2.01 0.93 -0.53
H 1.41 2.25 -0.03
H 1.18 0.35 1.33
H -3.24 -1.71 -0.09
O -2.42 1.81 -1.13
H -4.25 -0.31 0.31
C 2.63 -0.91 0.36
C 0.59 0.34 -0.68
C 1.57 0.15 0.39
O -2.16 -0.16 0.03
N 1.58 1.35 -0.57
H -3.40 -1.00 1.67

***

--- S ---
18
Properties=species:S:1:pos:R:3 method="wB97M-V/def2-TZVPD" orbital_gap_ev=10.57 homo_energy_ha=-0.5381 total_charge=+1
H -0.81 -0.78 2.45
H 0.32 -2.08 0.76
N -0.45 -1.46 0.50
H 2.40 0.44 2.22
H -0.79 2.18 -2.33
H -2.11 -0.45 1.28
C 1.36 0.56 0.59
H -1.86 -2.10 1.89
H -0.92 -1.72 -0.38
C 0.13 1.61 -2.18
H 1.90 1.44 0.27
C 0.42 0.08 -0.21
O 1.68 0.00 1.75
H 0.85 2.21 -1.64
C -1.35 -1.17 1.59
C -0.24 0.33 -1.48
O -1.04 -0.47 -1.92
H 0.50 1.37 -3.17

***

Least stable structure: R

***

--- P ---
22
Properties=species:S:1:pos:R:3 method="wB97M-V/def2-TZVPD" orbital_gap_ev=10.15 smiles=CCN.O.O.O.O homo_energy_ha=-0.3498
H 1.79 -1.46 -0.54
C 1.17 -0.10 2.37
H -1.09 1.87 -2.07
O -1.07 2.64 -1.49
H -1.75 3.23 -1.85
H 2.98 -0.32 1.21
H 0.23 -0.65 2.41
H 2.24 -1.81 1.66
H 1.62 0.11 -0.37
O -6.19 0.63 -0.27
H 1.62 -0.08 3.37
H 0.88 0.88 2.01
H -6.97 0.59 -0.85
C 2.02 -0.80 1.33
O 3.66 -1.46 -2.06
N 1.29 -0.78 0.01
H 4.06 -0.68 -2.46
O -1.54 -0.33 -0.54
H -1.83 0.40 0.02
H -0.84 -0.77 -0.04
H -6.52 1.07 0.52
H 4.22 -2.19 -2.35

***

--- Q ---
22
Properties=species:S:1:pos:R:3 method="wB97M-V/def2-TZVPD" orbital_gap_ev=10.00 smiles=CCN.O.O.O.O homo_energy_ha=-0.3466
H 3.30 -0.18 0.18
H -0.72 0.32 0.08
H 1.14 1.87 1.41
C 0.70 2.72 0.90
C -0.02 2.18 -0.32
O 2.36 -0.31 0.45
H 0.12 2.75 -1.29
H -0.17 3.19 1.51
H 1.67 0.13 -0.20
O -5.21 0.61 -2.20
H -5.73 1.45 -2.24
H -1.07 2.24 -0.01
H 0.58 -1.59 1.76
O -0.14 -2.21 1.56
H 1.40 3.56 0.65
H -4.54 0.68 -2.91
N -0.03 0.70 -0.53
H 1.84 -2.47 -0.14
O 2.42 -3.12 0.30
H -0.10 0.27 -1.44
H -0.03 -2.72 2.43
H 2.88 -3.51 -0.45

***

--- R ---
22
Properties=species:S:1:pos:R:3 method="wB97M-V/def2-TZVPD" orbital_gap_ev=10.80 smiles=CCN.O.O.O.O homo_energy_ha=-0.3780
H -1.42 -1.28 -1.87
H -0.40 -1.58 0.75
H 1.23 -2.63 -1.26
H -1.27 -0.42 0.15
O 1.50 1.68 5.24
C -0.70 -1.80 -1.26
H 1.20 1.03 4.59
H 1.00 -1.20 -2.39
H 1.01 0.51 0.57
O 1.60 1.20 0.92
H -2.07 2.62 -0.04
H 0.08 0.64 -1.42
H 0.81 1.76 5.90
H 0.96 1.90 1.04
H 1.22 1.47 -2.05
N -0.43 -0.96 -0.06
O -2.14 1.65 -0.09
C 0.61 -2.13 -1.99
O 0.27 1.48 -1.86
H -2.30 1.57 -1.04
H -1.12 -2.78 -1.00
H 0.35 -2.71 -2.86

***

Least stable structure: Q

***

--- P ---
16
Properties=species:S:1:pos:R:3 method="wB97M-V/def2-TZVPD" orbital_gap_ev=9.97 homo_energy_ha=-0.3520
H 0.46 0.91 1.50
C -0.84 -0.65 0.75
H 3.25 -0.41 0.00
C 1.37 -0.27 0.05
H -0.32 -1.43 1.47
H -3.46 0.42 -0.30
N 2.53 0.41 0.21
C 0.30 0.39 0.46
N -2.40 0.22 -0.54
O -0.12 1.50 -0.23
N 1.36 -1.32 -0.83
H 0.27 -1.63 -0.55
H -2.09 1.07 0.13
H -0.96 1.12 -0.85
H 2.38 1.43 -0.51
N -2.00 -0.78 0.22

***

--- Q ---
16
Properties=species:S:1:pos:R:3 method="wB97M-V/def2-TZVPD" orbital_gap_ev=9.22 smiles="[H]/N=C(/ON=C)N(C)N" homo_energy_ha=-0.3118
C -0.10 -1.20 2.38
N 0.44 -0.67 1.01
N -1.79 -0.06 0.27
O 0.17 0.49 -0.75
H 0.85 2.49 -1.65
H -1.82 -0.56 1.21
C 0.14 1.87 -2.27
H 2.23 -0.07 0.87
N -0.45 0.78 -1.96
H 0.00 2.07 -3.31
C -0.52 -0.08 0.16
H -0.42 -0.30 3.22
H -1.09 -1.92 2.15
H 0.91 -1.72 2.72
H 1.74 -1.27 -0.39
N 1.67 -0.94 0.61

***

Least stable structure: P

***

--- P ---
16
Properties=species:S:1:pos:R:3 method="wB97M-V/def2-TZVPD" orbital_gap_ev=9.45 homo_energy_ha=-0.3155
H 3.06 0.74 0.24
H -1.00 -1.28 -1.55
N -3.11 -0.17 -0.26
C 2.52 -0.16 0.00
H -0.70 2.56 -0.27
N 0.53 1.30 -0.48
H 2.92 -0.67 -0.82
H -3.73 0.50 0.34
H -1.59 0.13 1.42
C 1.03 0.13 -0.08
O -0.75 1.59 0.12
N 0.25 -0.96 0.23
H 0.78 -1.77 0.26
N -0.90 -1.02 -0.42
C -1.98 -0.18 0.35
H 2.67 -0.73 0.91

***

--- Q ---
16
Properties=species:S:1:pos:R:3 method="wB97M-V/def2-TZVPD" orbital_gap_ev=9.40 homo_energy_ha=-0.3379
N -0.14 1.75 1.25
O -0.28 -1.86 -1.87
H -2.54 0.44 1.92
C -0.04 -0.37 -0.22
H 1.22 0.79 -1.74
N -0.89 -1.22 -0.61
N 2.26 0.96 0.25
H -2.00 -1.09 1.07
H 1.75 -0.73 -1.13
C -0.74 0.72 0.85
N -1.82 0.19 1.27
H -0.96 -2.56 -2.20
H 0.68 1.94 0.88
H 1.51 0.71 1.37
H 3.63 0.22 0.52
C 1.29 0.22 -0.76

***

Least stable structure: Q

***

--- P ---
7
Properties=species:S:1:pos:R:3 method="wB97M-V/def2-TZVPD" orbital_gap_ev="8.67 / 7.79" homo_energy_ha="-0.3032 / -0.2746"
H -0.41 -1.85 0.84
O 0.53 -0.50 0.00
H -1.34 0.26 0.17
H 0.95 1.68 -0.90
N 0.58 -1.82 0.39
C -0.33 0.51 -0.04
O 0.01 1.72 -0.45

***

--- Q ---
7
Properties=species:S:1:pos:R:3 method="wB97M-V/def2-TZVPD" orbital_gap_ev=10.36 smiles="O=CNO" homo_energy_ha=-0.3450
H 0.32 -1.45 -0.14
N 0.69 0.34 -0.07
O 1.19 -1.00 -0.14
H 1.32 0.90 0.43
O -1.42 -0.65 -0.13
H -1.26 1.46 0.07
C -0.84 0.40 -0.02

***

Least stable structure: P

***

--- P ---
9
Properties=species:S:1:pos:R:3 method="wB97M-V/def2-TZVPD" orbital_gap_ev=9.14 smiles="O=c1occ(O)o1" homo_energy_ha=-0.3364
O 2.59 -0.75 -0.10
C -0.69 -0.14 0.02
O 0.37 -1.02 -0.02
C 1.50 -0.27 -0.01
O 1.20 1.02 -0.06
H -2.14 -1.54 0.34
H -0.64 2.09 0.02
C -0.20 1.13 -0.03
O -1.98 -0.52 -0.17

***

--- Q ---
9
Properties=species:S:1:pos:R:3 method="wB97M-V/def2-TZVPD" orbital_gap_ev=10.45 homo_energy_ha=-0.3770
H 1.37 -1.14 -0.82
O 1.62 -0.43 -0.23
O -1.73 0.38 0.73
H 0.85 1.20 0.96
O -0.09 1.10 -0.70
C -1.08 0.23 -0.41
O -1.02 -1.06 -0.63
C -0.55 -0.65 0.77
C 0.63 0.37 0.33

***

Least stable structure: Q

***

--- P ---
14
Properties=species:S:1:pos:R:3 method="wB97M-V/def2-TZVPD" orbital_gap_ev=8.72 homo_energy_ha=-0.3332
H 2.14 -1.42 0.32
H -1.17 0.61 1.26
H -0.94 -1.68 -1.03
N -0.66 -0.90 -0.26
H 1.06 2.40 1.38
C 1.08 2.14 -0.09
N 1.27 -2.02 -0.12
H -3.10 1.24 0.13
H 1.56 2.76 -1.19
C -1.54 0.03 0.26
N -2.74 0.21 -0.11
C 0.65 -0.95 0.22
N 0.90 0.87 -0.68
O 0.99 0.21 0.63

***

--- Q ---
14
Properties=species:S:1:pos:R:3 method="wB97M-V/def2-TZVPD" orbital_gap_ev=7.84 smiles="[H]/N=c1/[nH]c(N)cn1O" homo_energy_ha=-0.2723
C 0.67 1.04 -0.69
H -2.43 -0.46 2.07
N -2.13 -0.41 0.95
H 2.17 1.54 -1.58
C -1.01 -0.13 0.47
C -0.10 -1.01 0.25
H 0.12 -2.14 0.29
H -2.55 -1.54 0.59
N -0.42 1.17 0.20
O 2.10 -0.87 -0.93
H 2.30 -0.78 0.09
N 0.78 -0.40 -0.63
N 1.58 1.90 -0.87
H -1.07 2.09 -0.21

***

--- R ---
14
Properties=species:S:1:pos:R:3 method="wB97M-V/def2-TZVPD" orbital_gap_ev=8.39 homo_energy_ha=-0.2879
H -1.40 -2.36 0.19
H 2.30 0.20 1.28
H -0.63 2.39 -0.11
H 0.87 -2.22 -0.56
H -3.12 -0.24 0.11
C -0.83 -1.41 -0.01
N 0.57 -1.48 0.00
N 2.32 0.02 0.25
H 2.77 0.88 -0.14
N 1.07 -0.20 -0.32
N 0.32 2.00 -0.09
C 0.10 0.71 -0.14
O -2.42 0.46 0.15
C -1.17 -0.08 0.01

***

--- S ---
14
Properties=species:S:1:pos:R:3 method="wB97M-V/def2-TZVPD" orbital_gap_ev=9.66 smiles="NC1=NC(=O)NCN1" homo_energy_ha=-0.3385
H 1.67 -1.02 0.73
H 1.52 1.07 -2.26
H -2.23 -0.79 0.93
H 2.79 0.54 -1.16
N -0.44 1.05 -0.95
H -0.34 -1.34 1.97
H -0.26 0.38 2.12
C -0.25 -0.43 1.38
N 1.77 0.45 -1.37
C -1.63 0.27 -0.61
N 0.87 -0.32 0.53
C 0.63 0.37 -0.59
O -2.69 0.23 -1.26
N -1.41 -0.47 0.52

***

Least stable structure: P

***

--- P ---
14
Properties=species:S:1:pos:R:3 method="wB97M-V/def2-TZVPD" orbital_gap_ev=9.25 smiles="C=NNC(=O)/C=N/N" homo_energy_ha=-0.3389
C 1.39 -1.98 0.26
C -0.97 0.33 0.47
H -3.27 0.01 0.55
H -3.21 -1.62 -0.16
H 2.16 1.15 -0.60
N 2.17 -0.82 -0.13
C 0.36 1.06 0.08
N -1.40 -0.47 -0.39
H -1.72 0.85 1.16
N 1.47 0.44 -0.43
O 0.45 2.21 0.16
N -2.85 -0.53 -0.25
H 0.09 -2.20 0.34
H 1.92 -2.71 0.96

***

--- Q ---
14
Properties=species:S:1:pos:R:3 method="wB97M-V/def2-TZVPD" orbital_gap_ev=9.01 homo_energy_ha=-0.3163
H 3.11 1.65 1.10
N -1.34 -1.51 -1.79
O 0.08 -1.58 -1.60
H 0.27 0.07 -0.39
C 2.17 1.11 0.98
H 0.43 -1.92 -2.46
H -0.82 1.21 2.00
N 1.12 1.61 1.50
H 2.22 0.14 0.46
C -2.00 -0.88 -0.86
N -0.03 0.87 1.48
N -1.69 -0.08 0.20
C -0.46 0.28 0.39
H -3.07 -0.98 -1.02

***

--- R ---
14
Properties=species:S:1:pos:R:3 method="wB97M-V/def2-TZVPD" orbital_gap_ev="8.16 / 8.16" homo_energy_ha="-0.2801 / -0.2801"
N 1.95 -0.89 -0.83
H 1.01 1.90 1.17
H -2.45 0.10 -0.14
H -0.64 1.93 0.40
C 0.48 0.33 -0.13
H -1.86 -0.25 1.40
C 0.46 1.79 0.25
N -0.40 -0.63 -0.12
H 1.08 2.12 -0.63
N 0.01 -1.85 -0.57
C -1.73 -0.56 0.41
H -2.27 -1.45 0.54
O 3.09 -0.59 -0.89
N 1.26 -1.94 -0.87

***

--- S ---
14
Properties=species:S:1:pos:R:3 method="wB97M-V/def2-TZVPD" orbital_gap_ev=8.23 homo_energy_ha=-0.3082
C 1.06 1.53 0.09
N -0.27 -1.77 0.43
H -2.77 0.27 0.34
N -1.01 0.29 0.31
H -0.41 -1.65 1.48
H -0.96 -2.39 -0.08
N -0.12 -0.45 -0.16
O -2.04 -0.04 -0.65
H 1.79 2.30 0.15
H -0.85 2.40 0.49
H 1.97 -1.74 -0.23
C -0.34 1.58 0.18
N 2.27 -0.66 -0.35
C 1.20 0.11 -0.03

***

Least stable structure: S

***

--- P ---
14
Properties=species:S:1:pos:R:3 method="wB97M-V/def2-TZVPD" orbital_gap_ev=9.00 homo_energy_ha=-0.3248
H 2.37 0.63 -0.85
H -0.72 -0.85 2.81
C 0.17 0.75 -0.86
N -1.44 -2.06 0.53
H 1.60 0.71 0.88
H 1.89 2.09 -0.16
C 1.66 0.97 -0.25
H -0.17 0.90 -1.92
C -0.62 -0.93 0.78
N -0.58 -0.24 2.00
O -1.33 -1.06 -1.36
N -0.50 -0.49 -0.50
H -0.46 1.73 -0.52
N -1.85 -2.14 -0.58

***

--- Q ---
14
Properties=species:S:1:pos:R:3 method="wB97M-V/def2-TZVPD" orbital_gap_ev=8.04 homo_energy_ha=-0.3128
O -0.21 -1.54 0.91
C -0.18 -0.80 -0.03
H 2.04 -0.16 1.27
N 0.11 0.80 -1.46
N -0.79 -0.99 -1.20
C 1.25 0.88 1.07
H 1.81 1.99 0.82
H -0.31 2.23 2.12
N 0.17 0.87 2.13
C 0.46 0.42 -0.22
H -0.31 2.02 -1.64
H -1.40 -2.04 0.92
N -0.68 0.07 -2.02
H -0.99 -0.05 2.12

***

Least stable structure: Q